<A>
10
Properties=species:S:1:pos:R:3 method="wB97M-V/def2-TZVPD" smiles="O=C=N/C=C/Cl.Cl" lumo_ev=0.3 homo_ev=-9.252
O -2.15 -1.51 0.64
C -1.17 -1.28 0.05
N -0.26 -1.16 -0.69
C 0.91 -0.50 -0.75
C 1.31 0.27 0.28
Cl 2.81 1.11 0.23
H 1.67 -0.73 -1.45
H 0.83 0.24 1.17
Cl -1.78 2.44 0.13
H -2.16 1.11 0.40

***

<B>
10
Properties=species:S:1:pos:R:3 method="wB97M-V/def2-TZVPD" lumo_ev=0.4 homo_ev=-7.849
C 1.54 0.33 -0.42
C -0.69 0.85 -0.04
C -1.40 -0.35 0.44
N 1.87 -0.74 0.10
O -0.90 1.96 -0.36
Cl -2.98 0.05 0.99
Cl -1.53 -1.35 -1.04
H 1.89 1.17 -0.91
H -0.71 -0.83 1.08
H 2.91 -1.09 0.17

***

In terms of stability, <A> leads; the second structure lies 2.742 eV higher.

***

<A>
8
Properties=species:S:1:pos:R:3 method="wB97M-V/def2-TZVPD" smiles="NP[N+](=O)[O-]" lumo_ev=0.0 homo_ev=-9.598
N 0.39 -0.19 0.24
P -0.84 0.90 0.38
N -2.17 -0.06 0.08
O -2.00 -1.22 0.42
O -3.17 0.41 -0.40
H 1.18 0.45 -0.04
H 0.67 -0.65 1.14
H -0.77 1.34 -0.93

***

<B>
8
Properties=species:S:1:pos:R:3 method="wB97M-V/def2-TZVPD" smiles="NP[N+](=O)[O-]" lumo_ev=0.1 homo_ev=-10.266
N -0.52 0.19 0.15
P 0.86 -1.05 0.47
N 2.17 0.20 0.10
O 2.15 1.34 0.43
O 3.05 -0.35 -0.52
H -0.44 0.71 -0.72
H -0.39 0.80 0.93
H 0.92 -1.49 -0.84

***

In terms of stability, <B> leads; the second structure lies 0.243 eV higher.

***

<A>
8
Properties=species:S:1:pos:R:3 method="wB97M-V/def2-TZVPD" smiles="NP=O.N=O" lumo_ev="0.1 / 0.1" homo_ev="-9.062 / -9.063"
N -0.64 -0.42 1.44
P -1.76 -0.42 0.28
O -0.99 -0.17 -0.98
H 0.30 -0.13 1.31
H -0.81 -0.32 2.40
N 1.24 0.50 -1.01
O 1.78 -0.27 -1.78
H 0.87 1.23 -1.66

***

<B>
8
Properties=species:S:1:pos:R:3 method="wB97M-V/def2-TZVPD" smiles="NP[N+](=O)[O-]" lumo_ev=0.0 homo_ev=-10.408
N 0.55 -0.10 0.45
P -0.87 1.02 0.16
N -2.20 -0.19 0.09
O -1.97 -1.36 0.24
O -3.26 0.29 -0.16
H 0.96 -0.33 -0.50
H -0.01 -0.92 0.70
H -0.84 1.09 -1.17

***

In terms of stability, <A> leads; the second structure lies 1.182 eV higher.

***

<A>
12
Properties=species:S:1:pos:R:3 method="wB97M-V/def2-TZVPD" smiles="COCOC=S" lumo_ev=0.4 homo_ev=-8.891
C 2.15 -0.35 0.01
O 0.81 -0.83 -0.11
C -0.18 0.14 0.02
O -1.39 -0.63 0.10
C -2.50 0.09 -0.03
S -3.98 -0.49 -0.02
H 2.41 -0.05 1.04
H 2.83 -1.16 -0.24
H 2.39 0.44 -0.75
H -0.21 0.88 -0.77
H 0.02 0.77 0.89
H -2.35 1.19 -0.14

***

<B>
12
Properties=species:S:1:pos:R:3 method="wB97M-V/def2-TZVPD" lumo_ev=-0.5 homo_ev=-9.115
C -0.37 0.76 0.63
C 0.49 -0.50 0.45
C 0.34 -0.79 -0.99
H -1.27 0.68 3.21
H 0.14 1.68 1.28
H -0.73 1.04 -0.56
H -0.78 -0.82 -1.05
H 0.70 -1.77 -1.37
H 1.53 -0.07 -2.68
O 1.25 -1.11 1.22
O 0.61 0.34 -1.80
S -1.91 0.57 1.67

***

<C>
12
Properties=species:S:1:pos:R:3 method="wB97M-V/def2-TZVPD" lumo_ev="0.2 / -0.6" homo_ev="-9.114 / -6.949"
C 1.00 -0.34 -2.52
C 0.11 -0.13 0.94
C -0.65 0.84 0.11
O 1.81 -0.76 -1.75
O 1.47 0.16 0.99
S -2.26 0.58 -0.39
H 1.16 -0.35 -3.61
H -0.07 -1.15 0.56
H -0.25 -0.10 1.98
H -0.24 1.80 -0.14
H 1.87 -0.07 0.14
H -2.35 -0.69 0.01

***

In terms of stability, <A> leads; the second structure lies 2.442 eV higher.

***

<A>
14
Properties=species:S:1:pos:R:3 method="wB97M-V/def2-TZVPD" lumo_ev=-3.9 charge=+1 homo_ev=-13.863
C -0.66 0.17 1.79
C 1.09 -0.96 -0.97
C -0.71 1.17 0.94
N 0.39 0.10 -1.28
N 1.06 -2.05 -1.67
O -1.56 2.18 0.79
S 0.58 1.46 -0.37
H 0.16 -0.44 2.10
H -1.40 0.31 2.57
H 1.69 -1.09 -0.05
H 1.57 -2.89 -1.35
H 0.54 -2.09 -2.61
H -2.34 2.16 1.34
H -0.41 1.96 -1.23

***

<B>
14
Properties=species:S:1:pos:R:3 method="wB97M-V/def2-TZVPD" smiles="[NH3+][C@]1(S)C=NCO1" lumo_ev=-4.4 charge=+1 homo_ev=-13.875
N -0.77 1.58 0.39
C -0.32 0.27 -0.08
S -2.12 -0.83 -0.44
C 0.33 -0.53 0.95
N 1.28 -1.21 0.46
C 1.49 -0.83 -0.84
O 0.49 0.25 -1.11
H -0.01 2.32 0.76
H -1.43 1.27 1.20
H -1.44 2.09 -0.26
H -1.42 -1.97 -0.48
H 0.02 -0.45 2.00
H 2.44 -0.37 -0.91
H 1.45 -1.60 -1.62

***

In terms of stability, <B> leads; the second structure lies 0.101 eV higher.

***

<A>
26
Properties=species:S:1:pos:R:3 method="wB97M-V/def2-TZVPD" smiles=Cc1c[nH]cn1.CC(C)C lumo_ev=0.7 homo_ev=-8.662
C -0.89 -1.65 -3.95
C -0.19 -1.08 -2.75
C 0.56 0.06 -2.64
N 1.01 0.12 -1.35
C 0.57 -0.94 -0.70
N -0.15 -1.69 -1.53
H -1.05 -0.87 -4.69
H -1.86 -1.96 -3.63
H -0.34 -2.50 -4.40
H 0.66 0.82 -3.45
H 1.58 0.90 -0.91
H 0.70 -1.15 0.36
C -0.03 2.55 2.71
C -0.09 1.04 2.48
C 0.93 0.30 3.39
C -1.50 0.53 2.79
H -0.12 2.73 3.72
H -0.90 2.95 2.16
H 0.91 2.90 2.36
H 0.14 0.86 1.42
H 0.78 0.62 4.42
H 0.76 -0.80 3.26
H 1.96 0.58 3.11
H -2.16 0.91 2.07
H -1.49 -0.57 2.62
H -1.75 0.83 3.80

***

<B>
26
Properties=species:S:1:pos:R:3 method="wB97M-V/def2-TZVPD" lumo_ev=0.9 homo_ev=-7.577
C -0.81 1.24 -1.26
C -1.30 -0.23 -1.19
C -0.05 1.49 0.11
C 0.89 0.27 0.16
C -0.76 -0.77 0.13
C 1.62 0.08 1.47
C 1.78 0.15 -1.06
C -0.72 -2.25 0.35
N -1.26 1.35 0.96
N -1.33 -0.06 1.23
H -0.13 1.44 -2.03
H -1.65 1.91 -1.25
H -2.41 -0.27 -1.30
H -0.76 -0.74 -1.97
H 0.40 2.45 0.07
H 1.64 1.13 1.94
H 2.68 -0.12 1.39
H 1.21 -0.60 2.08
H 2.80 0.60 -1.10
H 1.24 0.35 -1.97
H 2.15 -0.90 -1.18
H 0.10 -2.52 1.03
H -0.36 -2.68 -0.66
H -1.74 -2.76 0.70
H -0.93 1.78 1.88
H -2.31 -0.34 1.49

***

<C>
26
Properties=species:S:1:pos:R:3 method="wB97M-V/def2-TZVPD" smiles="C=C[C@](C)(N)[C@@H](C)C(=C)N" lumo_ev=0.9 homo_ev=-7.751
C -3.05 0.55 0.20
C -1.94 0.73 -0.49
C -0.63 -0.35 -0.34
C -0.42 -0.95 -1.72
N -0.80 -1.35 0.65
C 0.35 0.72 0.02
C 0.21 1.39 1.38
C 1.90 -0.05 0.04
C 2.91 0.35 -0.73
N 1.97 -1.22 0.79
H -3.16 -0.24 0.94
H -3.97 1.08 -0.04
H -1.88 1.47 -1.27
H -1.30 -1.53 -2.01
H -0.28 -0.17 -2.46
H 0.46 -1.59 -1.69
H -0.84 -1.01 1.60
H -1.38 -2.12 0.33
H 0.43 1.46 -0.78
H 1.09 2.01 1.57
H 0.16 0.66 2.19
H -0.68 2.01 1.42
H 3.86 -0.17 -0.74
H 2.82 1.19 -1.39
H 1.31 -1.27 1.55
H 2.89 -1.59 0.98

***

In terms of stability, <A> leads; the second structure lies 1.729 eV higher.